No. 1
Molecular formula: C47H48F5N6OSTl
Method: DFT, ωB97M-V/def2-TZVPD

XYZ file:
```
109
Properties=species:S:1:pos:R:3:forces:R:3
Tl 0.4824 1.2179 -0.8800 0.07 -0.03 0.33
C 2.3572 -2.4110 -2.2121 1.42 -0.85 0.60
C 3.1426 -1.3361 -1.4337 0.52 -0.72 -0.10
C 4.5241 -1.1988 -2.1568 -0.50 0.52 0.41
C 3.2034 -1.6520 0.0709 -0.46 0.55 -0.40
C 3.8079 -2.8132 0.4619 0.79 -0.75 0.37
C 3.9826 -3.2090 1.7754 -0.30 0.45 1.17
C 3.3569 -2.4362 2.7583 0.32 -0.99 -0.12
C 2.6664 -1.2727 2.4361 0.47 0.29 0.06
C 2.0152 -0.5160 3.5784 0.27 -0.46 1.55
C 3.0167 -0.0454 4.6963 0.47 -0.80 -0.08
C 1.1125 -1.5224 4.3456 0.11 0.34 -0.09
C 2.6539 -0.8642 1.0925 0.05 1.55 0.05
N 2.0582 0.4289 0.8392 -0.51 0.63 -0.35
C 2.3994 1.4601 1.5662 -1.96 -0.66 -1.40
C 1.5937 2.6524 1.8444 -0.32 0.31 0.06
C 2.2257 3.7190 2.5394 -1.43 -0.24 0.25
C 1.4954 4.7970 3.0670 0.04 -1.66 -1.08
C 0.1151 4.8088 2.8173 0.07 0.55 0.08
C -0.5464 3.8157 2.1169 0.57 0.67 0.61
C 0.1789 2.7387 1.6156 -0.31 -1.02 -0.95
N -0.5663 1.8172 0.8324 2.52 0.12 0.99
C -1.9091 1.7896 1.1163 -2.19 -0.30 -1.19
C -2.3737 1.2175 2.3128 -0.56 0.37 -0.51
C -3.6949 1.4247 2.7112 -0.39 0.68 -0.98
C -4.5879 2.1093 1.8833 -0.15 -0.57 0.29
C -4.1332 2.5294 0.6361 -1.79 0.00 -0.27
C -2.8454 2.3689 0.1891 1.15 0.29 1.20
C -2.4105 2.9851 -1.1250 -1.00 -0.16 -1.10
C -3.1370 2.2186 -2.2774 0.29 -0.49 0.92
C -2.6866 4.5060 -1.1995 -0.44 -0.41 -1.56
C -1.5099 0.4530 3.2467 -0.95 -0.47 1.69
C -1.3363 1.2307 4.5438 -0.20 -0.31 1.08
C -2.1142 -0.9291 3.6147 0.31 -0.50 -1.80
H 1.9636 -1.9794 -3.1076 -0.46 0.23 -0.63
H 1.5740 -2.7923 -1.5847 -0.55 -0.18 -0.02
H 3.0092 -3.2770 -2.5340 -0.51 0.87 0.47
H 2.5553 -0.4366 -1.5429 0.38 0.11 0.14
H 5.0980 -2.1143 -2.1553 -0.15 -0.60 0.15
H 5.1898 -0.4738 -1.6951 -0.16 0.39 -0.04
H 4.3698 -0.9494 -3.2179 0.00 0.12 0.36
H 4.2100 -3.4115 -0.3062 0.58 -0.73 -0.84
H 4.6066 -4.0500 2.1359 -0.60 0.38 -0.78
H 3.3913 -2.8376 3.7789 -0.02 0.55 -0.32
H 1.3607 0.3294 3.2854 0.66 -0.54 -0.04
H 3.7842 -0.8722 4.9375 -1.55 0.95 -0.11
H 2.3504 0.1911 5.5591 0.98 -0.08 -0.31
H 3.6804 0.7953 4.4726 -0.47 0.25 -0.23
H 1.6893 -2.1217 5.0952 -0.54 0.15 -0.97
H 0.5482 -2.0763 3.6002 0.11 -0.67 0.23
H 0.3667 -0.9673 4.8975 0.02 0.16 0.36
H 3.3049 1.3702 2.0724 1.61 0.04 1.22
H 3.2747 3.6053 2.6964 0.64 0.19 0.21
H 1.9686 5.5608 3.6474 0.18 0.34 0.07
H -0.4362 5.6892 3.1303 -0.14 -0.14 0.15
H -1.6194 3.8699 1.9249 0.47 0.19 0.14
H -3.9959 1.0840 3.6790 -0.30 -0.24 0.34
H -5.6677 2.2418 2.1337 1.14 -0.05 -0.02
H -4.9204 2.9645 0.0048 0.62 0.04 -0.04
H -1.3595 2.8406 -1.2617 0.64 0.11 0.06
H -4.1876 2.5203 -2.2888 -0.07 -0.46 0.20
H -2.9824 1.1260 -2.0990 -0.56 0.72 -0.22
H -2.7832 2.4170 -3.2751 0.53 0.36 -0.32
H -3.7340 4.6650 -1.5160 0.28 -0.06 0.25
H -2.0740 5.0666 -1.9561 -0.25 -0.73 0.84
H -2.5809 4.9057 -0.2267 0.33 0.82 0.91
H -0.5642 0.2632 2.8280 1.19 -0.10 -0.78
H -2.3421 1.5111 4.9769 1.16 -0.15 -0.40
H -0.6961 2.1100 4.4341 -0.24 0.04 0.03
H -0.8525 0.5294 5.2552 -0.24 0.68 -0.06
H -3.1364 -0.8558 3.9567 -0.28 0.03 0.16
H -1.5331 -1.5081 4.3306 -0.01 0.39 0.16
H -2.0935 -1.5467 2.6809 -0.23 0.34 0.67
C -3.9276 -1.5178 0.5112 -1.75 0.00 -1.05
N -3.5568 -2.2960 -0.6927 -1.96 1.07 1.67
C -4.4889 -2.9270 -1.5053 -1.65 1.06 1.37
C -3.8538 -3.5056 -2.4931 0.57 -0.99 -1.57
N -2.5064 -3.2989 -2.2589 0.27 0.80 -0.24
C -2.3478 -2.4435 -1.1645 2.20 -1.38 -0.98
S -0.8459 -1.8995 -0.5576 -0.66 0.14 0.14
C -1.4148 -3.7037 -3.0846 0.82 -0.51 1.07
C -0.4043 -4.4451 -2.4652 0.24 0.27 -1.93
C 0.6920 -4.7384 -3.2876 -0.25 -0.39 0.49
C 0.7091 -4.2762 -4.6146 2.02 -0.93 0.15
C -0.3273 -3.5109 -5.0804 -0.11 -0.22 -1.48
N -1.3779 -3.3024 -4.3153 -1.41 1.41 -0.50
H -4.9136 -1.0219 0.2944 0.91 -0.48 0.17
H -3.2261 -0.7416 0.7014 0.77 0.44 0.03
H -4.0619 -2.1356 1.3945 0.22 -0.26 -0.09
H -5.5522 -2.8234 -1.3313 0.28 -0.05 0.07
H -4.2886 -3.9983 -3.3662 0.62 0.08 0.45
H -0.5538 -4.7320 -1.4547 0.34 -0.32 0.68
H 1.5394 -5.3331 -2.8937 -0.66 0.44 -0.34
H 1.6016 -4.5591 -5.2357 -1.09 0.56 0.53
H -0.3790 -3.0977 -6.1326 0.17 -0.57 1.37
O 2.5234 4.1838 -2.7569 -0.40 -0.28 1.79
C 1.9631 3.7912 -1.7589 0.27 0.43 -2.67
N 1.2814 3.3661 -0.8796 0.14 -0.27 0.35
F -1.2293 -0.1348 -3.4818 -1.22 -0.28 0.47
C -0.0001 0.1538 -3.8221 0.95 0.14 -0.86
C 0.8959 0.6731 -2.8928 0.64 -0.24 -1.11
C 2.1724 0.9692 -3.3961 -0.58 0.27 1.21
F 3.1157 1.3729 -2.5278 -0.10 0.14 -0.43
C 2.5024 0.8665 -4.7261 2.00 0.60 1.45
F 3.7345 1.1840 -5.1544 -0.39 -0.01 0.12
C 1.5900 0.4049 -5.5864 -1.69 -0.72 -1.79
F 1.8841 0.4328 -6.8834 -0.03 -0.32 -0.26
C 0.3323 -0.0265 -5.1785 0.57 0.93 1.04
F -0.5538 -0.3976 -6.0927 -0.24 -0.22 0.02
```
Forces are in eV/Å.

Properties
**Molecular weight**: 1044.382 g/mol
**HOMO energy**: -7.678 eV
**2S+1**: 1

Here are the Mulliken charges for atoms 1 to 99, given in e: 1.52 -1.69 3.09 -1.72 -0.12 0.06 -1.73 -0.85 0.52 2.56 -1.58 -1.86 -0.14 0.52 -1.53 0.61 -0.80 -1.27 -0.66 -0.94 1.10 0.37 -0.77 1.19 -0.58 -1.48 -0.16 0.92 1.45 -1.52 -1.65 1.62 -1.41 -1.62 0.15 0.35 0.45 -1.92 0.43 0.42 0.36 0.52 0.33 0.33 -1.22 0.32 0.42 0.30 0.56 0.43 0.45 1.23 0.59 0.42 0.41 0.46 0.45 0.30 0.27 -0.51 0.40 0.09 0.50 0.39 0.28 0.46 -0.88 0.36 0.16 0.54 0.35 0.48 0.17 -0.40 0.22 -0.70 -0.30 0.39 -0.60 0.16 -0.31 0.18 -0.56 -0.12 -0.77 -0.41 0.36 -0.39 0.33 0.43 0.47 0.59 0.37 0.33 0.47 -0.72 0.84 -0.76 -0.42

=====

No. 2
Molecular formula: C47H48GeIrNPS4
Method: DFT, ωB97M-V/def2-TZVPD

XYZ file:
```
103
Properties=species:S:1:pos:R:3:forces:R:3
Ir -0.0560 -0.7272 -0.9939 0.31 -0.06 -0.39
C -1.6448 -3.9521 -1.3275 -0.02 0.00 0.01
C -2.7872 -2.9962 -1.6176 0.05 0.02 -0.05
S -2.9109 -1.5873 -0.4955 -0.06 0.11 0.13
C -3.6254 -2.3347 1.0035 -0.07 -0.06 -0.04
C -2.7146 -2.3520 2.2223 -0.08 0.08 0.06
S -1.4073 -3.5972 2.1640 -0.02 0.02 0.02
C -0.1192 -2.7536 3.1136 -0.02 0.02 -0.05
C 1.2663 -3.2331 2.6938 -0.01 -0.04 -0.03
S 1.9097 -2.3062 1.2651 0.00 0.00 0.02
C 2.2112 -3.6293 0.0767 0.00 -0.02 -0.05
C 0.9522 -4.2732 -0.4731 0.00 -0.06 0.00
S -0.0231 -3.1564 -1.5360 -0.03 0.15 0.11
H -1.6841 -4.8104 -2.0006 0.00 0.02 -0.02
H -1.7046 -4.3023 -0.2991 0.01 -0.03 -0.01
H -3.7321 -3.5423 -1.6102 0.00 -0.01 0.02
H -2.6876 -2.5551 -2.6111 0.01 0.01 0.01
H -4.0068 -3.3299 0.7620 0.03 0.00 0.00
H -4.4870 -1.7118 1.2505 -0.02 0.00 0.00
H -3.3287 -2.5065 3.1114 0.02 -0.01 0.01
H -2.2291 -1.3833 2.3144 0.04 0.14 -0.01
H -0.2690 -2.9066 4.1829 -0.02 -0.04 -0.01
H -0.2119 -1.6885 2.8986 -0.03 -0.05 0.04
H 1.2623 -4.2959 2.4423 0.00 -0.01 0.04
H 1.9653 -3.1072 3.5210 0.00 0.05 -0.01
H 2.8369 -4.3975 0.5357 -0.01 0.00 0.01
H 2.8061 -3.1755 -0.7172 -0.02 0.00 0.02
H 0.2980 -4.5866 0.3397 0.01 0.00 -0.01
H 1.2109 -5.1481 -1.0727 0.00 0.01 -0.03
N -4.0974 4.1919 -4.9839 0.00 -0.01 0.00
C -3.4753 3.4199 -4.4008 0.00 0.02 -0.01
C -2.6997 2.4559 -3.6711 -0.02 0.01 -0.01
C -2.6368 1.1342 -4.1065 0.01 0.01 0.02
C -1.8899 0.2095 -3.3947 0.04 0.01 -0.01
C -1.1943 0.5503 -2.2279 -0.05 -0.09 -0.04
C -1.2722 1.8915 -1.8236 0.03 -0.01 -0.07
C -2.0060 2.8349 -2.5234 0.05 -0.03 -0.01
H -3.1724 0.8402 -5.0004 0.00 0.00 0.00
H -1.8514 -0.8059 -3.7760 0.00 0.00 0.01
H -0.7593 2.2136 -0.9217 0.04 0.01 0.00
H -2.0486 3.8610 -2.1790 0.00 0.01 0.00
C -0.1730 0.1924 0.8997 -0.04 -0.06 0.18
Ge -0.8824 1.4760 2.1256 0.00 -0.05 -0.03
C -0.1967 1.1288 3.9307 0.08 -0.05 -0.02
C 0.9233 0.3085 4.0725 0.00 0.02 0.03
C 1.4825 0.0643 5.3195 0.00 0.00 0.01
C 0.9248 0.6398 6.4527 0.01 -0.01 0.00
C -0.1807 1.4695 6.3290 0.00 0.01 0.00
C -0.7299 1.7157 5.0775 -0.02 0.05 0.00
C -0.2754 3.2623 1.5871 0.01 0.04 0.02
C 1.0898 3.4775 1.3994 0.01 0.00 0.03
C 1.5709 4.7069 0.9750 -0.01 0.01 0.01
C 0.6845 5.7488 0.7321 0.01 0.00 0.00
C -0.6750 5.5555 0.9270 0.01 0.01 -0.01
C -1.1497 4.3206 1.3539 -0.03 -0.01 -0.06
C -2.8459 1.4883 2.0846 -0.01 -0.07 -0.01
C -3.6486 1.1714 3.1799 0.05 -0.08 0.02
C -5.0335 1.1468 3.0697 -0.03 0.00 -0.02
C -5.6399 1.4393 1.8554 0.00 -0.01 0.02
C -4.8560 1.7506 0.7525 0.02 -0.02 0.01
C -3.4727 1.7722 0.8689 -0.01 0.00 -0.01
H 1.3624 -0.1464 3.1887 0.02 0.06 0.01
H 2.3549 -0.5724 5.4069 0.01 0.00 0.00
H 1.3548 0.4495 7.4280 0.00 0.00 0.00
H -0.6127 1.9316 7.2080 0.00 0.00 0.00
H -1.5796 2.3857 5.0007 0.00 0.00 -0.01
H 1.7888 2.6690 1.5938 0.01 0.00 0.00
H 2.6345 4.8543 0.8324 0.00 0.00 0.00
H 1.0540 6.7092 0.3957 0.00 0.00 0.00
H -1.3691 6.3663 0.7433 0.00 0.00 0.00
H -2.2165 4.1821 1.4918 0.01 0.00 0.01
H -3.1935 0.9252 4.1328 0.00 0.00 0.00
H -5.6389 0.8997 3.9333 0.00 0.00 0.00
H -6.7193 1.4246 1.7691 0.00 -0.01 0.00
H -5.3182 1.9690 -0.2024 0.00 0.01 0.00
H -2.8762 2.0047 -0.0075 -0.09 -0.04 0.10
C 2.2402 1.6913 -1.6674 0.01 -0.01 -0.01
P 2.0685 -0.1087 -1.9192 -0.18 0.04 0.10
C 2.1911 -0.2635 -3.7321 0.04 0.01 0.00
C 1.2439 -1.0007 -4.4307 -0.01 -0.01 -0.01
C 1.3137 -1.1095 -5.8142 0.00 -0.01 0.00
C 2.3327 -0.4774 -6.5071 0.01 0.00 -0.01
C 3.2892 0.2591 -5.8169 -0.01 0.00 0.00
C 3.2197 0.3625 -4.4383 -0.01 -0.01 0.01
C 3.6958 -0.7257 -1.3734 -0.01 -0.02 -0.01
C 4.2218 -0.2852 -0.1594 0.02 0.01 0.02
C 5.4095 -0.8095 0.3265 0.01 0.00 -0.01
C 6.0844 -1.7882 -0.3893 0.00 0.00 0.00
C 5.5675 -2.2371 -1.5972 -0.01 0.01 0.00
C 4.3813 -1.7103 -2.0866 0.02 0.01 0.00
H 3.2224 2.0498 -1.9751 -0.01 0.01 -0.01
H 2.0721 1.9294 -0.6175 0.00 -0.01 -0.01
H 1.4652 2.1881 -2.2514 -0.01 0.00 0.01
H 0.4455 -1.4867 -3.8851 0.00 0.00 0.00
H 0.5681 -1.6849 -6.3478 0.00 0.00 0.00
H 2.3854 -0.5554 -7.5855 0.00 0.00 0.00
H 4.0877 0.7527 -6.3557 0.00 0.00 0.00
H 3.9771 0.9263 -3.9063 0.00 0.00 0.00
H 3.6933 0.4608 0.4229 -0.02 0.00 -0.01
H 5.8041 -0.4579 1.2711 0.00 0.00 0.00
H 7.0105 -2.1989 -0.0083 0.00 0.00 0.00
H 6.0922 -2.9956 -2.1643 0.00 0.00 0.00
H 3.9887 -2.0628 -3.0331 0.00 0.00 0.00
```
Forces are in eV/Å.

Properties
**Molecular weight**: 1050.977 g/mol
**HOMO energy (spin up / spin down)**: -5.842 / -8.070 eV
**2S+1**: 6
**Expectation value of S²**: 8.766

Here are the Mulliken charges for atoms 1 to 99, given in e: -0.20 -0.58 -1.26 0.56 -1.34 0.87 -0.25 0.85 -1.76 0.73 -0.55 -0.87 0.36 0.55 0.16 0.64 0.16 0.55 0.42 0.57 -0.97 0.57 -0.99 0.60 0.48 0.69 -0.39 0.21 0.60 -0.58 -0.20 0.20 -0.73 0.34 -0.19 -0.26 -0.38 0.51 0.32 0.40 0.61 -0.25 1.68 0.10 -0.31 -0.66 -0.53 -0.79 -0.57 -0.01 -0.52 -0.47 -0.50 -0.70 -0.35 0.29 -0.31 -0.69 -0.76 -0.68 -0.12 0.39 0.42 0.39 0.42 0.46 0.47 0.42 0.39 0.45 0.37 0.41 0.40 0.37 0.50 0.05 -1.56 1.79 -0.08 0.24 -0.93 -0.49 -0.82 -0.20 -0.05 -0.47 -0.55 -0.65 -0.55 -0.69 0.59 0.04 0.49 0.13 0.43 0.38 0.43 0.32 0.32

=====

The highest molecular weight belongs to which entry? C47H48GeIrNPS4